{
  "formula": "C3H9NO2",
  "method": "ωB97M-V/def2-TZVPD",
  "molar_mass_g_mol": 91.110,
  "e_above_lowest_ev": 0.966,
  "lumo_energy_ev": 0.6,
  "e_tot_ha": -324.9371,
  "largest_force_ha_per_bohr": 0.01920,
  "smiles": "CN(C)C=O.O",
  "symbols": ["C", "N", "C", "C", "O", "H", "H", "H", "H", "H", "H", "H", "O", "H", "H"],
  "xyz": [[-0.6492, -1.0213, -0.3480], [-0.7232, 0.3643, 0.0783], [-2.0296, 0.8817, 0.4650], [0.3805, 1.0650, 0.3487], [1.5199, 0.6405, 0.2553], [-0.9607, -1.0690, -1.3945], [-1.2029, -1.6614, 0.3276], [0.3875, -1.3418, -0.3206], [-2.4064, 1.6272, -0.2362], [-2.0069, 1.3206, 1.4662], [-2.7369, 0.0651, 0.5490], [0.1617, 2.1213, 0.5857], [3.6988, -0.9756, -0.8459], [3.5722, -1.6852, -0.2092], [2.9952, -0.3314, -0.7214]]
}